Entry 1:
106
Properties=species:S:1:pos:R:3 method="wB97M-V/def2-TZVPD" multiplicity=3 largest_force_ev_per_a=3.62 gap_ev="6.262 / 3.799" total_charge=+3 e_lumo_ev="-9.57 / -12.29"
Au -0.02 0.91 -1.96
C 0.68 5.90 -0.24
C 0.82 4.63 0.53
C 1.42 4.64 1.77
C 1.48 3.45 2.53
N 1.04 2.31 2.06
N 0.37 2.31 0.87
B 0.01 0.88 0.49
N 1.20 -0.09 0.58
N 0.98 -1.13 1.44
C 2.02 -1.87 1.76
C 3.31 -1.67 1.16
C 3.42 -0.79 0.13
C 4.71 -0.65 -0.60
C 2.30 0.01 -0.21
S 2.31 1.04 -1.61
C 1.75 -2.90 2.85
C 2.92 -3.91 2.90
C 0.42 -3.63 2.58
C 1.72 -2.16 4.21
N -1.40 0.41 0.78
N -1.56 0.30 2.16
C -2.72 -0.13 2.61
C -3.87 -0.24 1.75
C -3.71 0.02 0.41
C -4.93 -0.07 -0.47
C -2.41 0.30 -0.13
S -2.28 0.49 -1.84
C -2.77 -0.42 4.13
C -1.94 -1.68 4.40
C -2.14 0.77 4.89
C -4.20 -0.63 4.61
C 0.27 3.39 0.05
S -0.49 3.22 -1.46
C 2.03 3.33 3.95
C 2.52 4.72 4.41
C 3.14 2.28 3.90
C 0.91 2.86 4.89
H 1.07 6.71 0.39
H -0.37 6.11 -0.48
H 1.25 5.87 -1.17
H 1.92 5.56 2.08
H 4.18 -2.29 1.46
H 5.36 -1.47 -0.28
H 5.19 0.31 -0.34
H 4.55 -0.67 -1.67
H 3.08 -4.39 1.94
H 2.70 -4.70 3.62
H 3.87 -3.44 3.19
H 0.53 -4.33 1.74
H -0.35 -2.92 2.27
H 0.09 -4.19 3.46
H 2.74 -1.86 4.50
H 1.38 -2.84 5.00
H 1.07 -1.29 4.20
H -4.85 -0.51 2.17
H -5.76 -0.33 0.21
H -4.86 -0.83 -1.25
H -5.15 0.88 -0.95
H -0.91 -1.52 4.09
H -2.32 -2.55 3.85
H -1.94 -1.94 5.48
H -1.16 1.01 4.52
H -2.05 0.45 5.93
H -2.80 1.65 4.87
H -4.68 -1.48 4.09
H -4.82 0.26 4.45
H -4.25 -0.82 5.69
H 3.30 5.11 3.75
H 2.92 4.67 5.44
H 1.71 5.44 4.41
H 3.98 2.61 3.31
H 2.76 1.32 3.53
H 3.54 2.15 4.92
H 0.10 3.58 4.89
H 1.28 2.77 5.92
H 0.49 1.88 4.59
C -2.92 -2.73 -6.68
C -3.02 -2.30 -5.20
C -1.91 -2.92 -4.32
N -0.56 -2.51 -4.64
C 0.34 -1.99 -3.79
S 0.06 -1.85 -2.13
N 1.54 -1.64 -4.32
C 1.95 -1.15 -5.61
O 3.13 -1.20 -5.90
C 0.94 -0.53 -6.51
C 1.16 -0.68 -7.89
C 0.27 -0.16 -8.81
C -0.84 0.58 -8.37
C -1.04 0.77 -6.99
C -0.15 0.24 -6.08
H -3.79 -2.40 -7.26
H -2.91 -3.82 -6.78
H -2.03 -2.32 -7.18
H -4.00 -2.61 -4.79
H -3.00 -1.22 -5.09
H -1.93 -4.03 -4.32
H -2.11 -2.59 -3.30
H -0.30 -2.68 -5.61
H 2.31 -1.68 -3.64
H 2.05 -1.23 -8.23
H 0.42 -0.31 -9.88
H -1.57 0.98 -9.08
H -1.91 1.37 -6.65
H -0.29 0.42 -5.01

Entry 2:
37
Properties=species:S:1:pos:R:3 method="wB97M-V/def2-TZVPD" multiplicity=1 largest_force_ev_per_a=3.03 gap_ev=6.723 total_charge=-1 e_lumo_ev=2.77
C 1.47 -3.70 1.83
C 1.46 -2.36 1.04
B -0.02 -1.90 0.57
O -1.11 -2.81 0.69
Sb -0.21 0.19 -0.31
Cl -2.58 -0.18 -0.92
C -0.76 1.11 1.61
N -2.13 1.68 1.67
C -3.07 0.73 2.31
C -0.19 2.15 -1.36
P 1.34 3.13 -1.08
O 1.23 3.79 0.28
O 2.72 2.22 -1.23
O 1.50 4.36 -2.24
P 0.39 -0.86 -2.58
O 1.79 -0.53 -3.05
O -0.81 -0.41 -3.68
O 0.30 -2.56 -2.43
H 0.87 -4.44 1.29
H 1.03 -3.55 2.82
H 2.51 -4.04 1.92
H 2.10 -2.38 0.14
H 1.84 -1.51 1.64
H -1.49 -2.69 1.56
H 1.47 0.44 0.10
H -0.66 0.39 2.46
H -0.07 1.96 1.76
H -2.10 2.46 2.33
H -2.72 -0.28 2.08
H -3.11 0.86 3.41
H -4.07 0.81 1.87
H -0.26 1.95 -2.44
H -1.04 2.77 -1.05
H 3.39 2.71 -1.68
H 2.44 4.51 -2.29
H -0.95 -1.15 -4.26
H -0.53 -2.87 -2.78